Record 1
{
  "formula": "C48H42DyN6O2PS2",
  "method": "wB97M-V/def2-TZVPD",
  "symbols": ["Dy", "C", "C", "C", "C", "C", "C", "N", "C", "C", "C", "C", "C", "C", "N", "N", "C", "C", "C", "C", "C", "N", "H", "H", "H", "H", "H", "H", "H", "H", "H", "H", "H", "H", "H", "O", "C", "C", "C", "C", "C", "C", "C", "O", "N", "N", "C", "S", "C", "C", "S", "H", "H", "H", "H", "H", "H", "H", "H", "H", "C", "C", "C", "C", "C", "C", "C", "P", "C", "C", "C", "C", "C", "C", "C", "C", "C", "C", "C", "C", "C", "C", "H", "H", "H", "H", "H", "H", "H", "H", "H", "H", "H", "H", "H", "H", "H", "H", "H", "H", "H", "H"],
  "coordinates": [[0.66, -0.63, 0.06], [-1.13, -5.66, -0.48], [-0.98, -5.02, 0.74], [-1.18, -3.65, 0.84], [-1.51, -2.90, -0.30], [-1.68, -3.56, -1.52], [-1.48, -4.93, -1.60], [-1.67, -1.50, -0.18], [-2.90, -1.00, -0.18], [-4.07, -1.81, -0.33], [-5.32, -1.28, -0.38], [-5.53, 0.10, -0.23], [-4.46, 0.92, -0.04], [-3.13, 0.43, -0.01], [-2.22, 1.37, 0.21], [-0.95, 1.10, 0.26], [-0.11, 2.19, 0.37], [-0.48, 3.49, 0.01], [0.49, 4.47, 0.03], [1.77, 4.15, 0.46], [2.03, 2.84, 0.83], [1.13, 1.87, 0.77], [-0.99, -6.72, -0.55], [-0.70, -5.58, 1.62], [-1.12, -3.16, 1.80], [-2.01, -3.00, -2.38], [-1.62, -5.43, -2.55], [-3.93, -2.88, -0.41], [-6.17, -1.93, -0.53], [-6.53, 0.50, -0.27], [-4.58, 1.99, 0.10], [-1.49, 3.67, -0.31], [0.25, 5.47, -0.29], [2.56, 4.89, 0.49], [3.01, 2.56, 1.20], [1.78, -4.33, 4.38], [1.27, -3.25, 4.99], [1.12, -3.28, 6.38], [0.60, -2.21, 7.06], [0.22, -1.06, 6.37], [0.36, -1.01, 5.00], [0.89, -2.09, 4.29], [1.02, -1.95, 2.82], [0.63, -0.88, 2.26], [1.54, -2.99, 2.17], [1.67, -2.80, 0.81], [2.11, -3.76, 0.10], [2.42, -3.47, -1.60], [2.28, -5.24, -2.05], [3.01, -6.01, -0.98], [2.43, -5.40, 0.66], [1.84, -4.12, 3.41], [1.42, -4.18, 6.89], [0.47, -2.26, 8.13], [-0.20, -0.22, 6.90], [0.06, -0.14, 4.44], [2.74, -5.37, -3.03], [1.22, -5.49, -2.11], [4.08, -5.84, -1.03], [2.81, -7.08, -1.02], [0.40, -2.90, -4.20], [-0.22, -1.83, -5.05], [-0.76, -2.16, -6.28], [-1.27, -1.18, -7.12], [-1.23, 0.15, -6.72], [-0.72, 0.48, -5.48], [-0.22, -0.50, -4.62], [0.45, -0.10, -2.94], [-0.41, 1.53, -2.87], [-1.79, 1.33, -2.70], [-2.69, 2.36, -2.76], [-2.23, 3.64, -3.03], [-0.87, 3.86, -3.19], [0.06, 2.83, -3.09], [1.51, 3.16, -3.25], [2.21, 0.14, -3.39], [2.59, 0.31, -4.72], [3.91, 0.49, -5.08], [4.88, 0.50, -4.09], [4.52, 0.28, -2.78], [3.19, 0.08, -2.38], [2.90, -0.16, -0.93], [0.05, -3.88, -4.49], [0.19, -2.74, -3.14], [1.49, -2.87, -4.31], [-0.79, -3.19, -6.59], [-1.67, -1.45, -8.08], [-1.60, 0.92, -7.37], [-0.70, 1.51, -5.19], [-2.15, 0.32, -2.54], [-3.74, 2.18, -2.60], [-2.92, 4.46, -3.12], [-0.52, 4.86, -3.39], [1.65, 4.24, -3.23], [1.88, 2.79, -4.21], [2.11, 2.71, -2.46], [1.84, 0.30, -5.50], [4.17, 0.62, -6.12], [5.91, 0.68, -4.35], [5.29, 0.27, -2.02], [3.20, 0.78, -0.43], [3.69, -0.87, -0.60]],
  "lowdin_spin": [5.066, 0.000, 0.000, 0.000, -0.002, 0.001, 0.000, -0.012, -0.001, 0.000, 0.000, 0.000, 0.000, 0.000, 0.000, -0.009, -0.002, 0.000, 0.000, 0.000, -0.001, -0.010, 0.000, 0.000, 0.000, 0.000, 0.000, 0.000, 0.000, 0.000, 0.000, 0.000, 0.000, 0.000, 0.000, 0.000, 0.000, 0.000, 0.000, 0.000, 0.000, 0.000, 0.000, -0.009, 0.001, -0.010, -0.001, 0.000, 0.000, 0.000, 0.000, 0.000, 0.000, 0.000, 0.000, 0.000, 0.000, 0.000, 0.000, 0.000, 0.000, 0.000, 0.000, 0.000, 0.000, 0.000, -0.002, -0.009, 0.000, 0.000, 0.000, 0.000, 0.000, 0.000, 0.000, 0.000, 0.000, 0.000, 0.000, 0.000, 0.001, -0.002, 0.000, 0.000, 0.000, 0.000, 0.000, 0.000, 0.000, 0.000, 0.000, 0.000, 0.000, 0.000, 0.000, 0.000, 0.000, 0.000, 0.000, 0.000, 0.000, 0.001],
  "spin_multiplicity": 6,
  "orbital_gap_ev": [6.49, 6.53],
  "largest_force_ev_per_a": 1.9,
  "total_charge": 0,
  "relative_energy_kcal_mol": 0.00
}

---

Record 2
{
  "formula": "C48H43Cl5N7O3SSiY",
  "method": "wB97M-V/def2-TZVPD",
  "symbols": ["Y", "Cl", "C", "C", "C", "Cl", "C", "O", "C", "Cl", "C", "H", "H", "C", "N", "C", "C", "N", "C", "S", "C", "C", "C", "C", "C", "N", "H", "H", "H", "H", "H", "H", "H", "H", "H", "C", "C", "C", "C", "N", "C", "C", "C", "C", "C", "C", "N", "H", "H", "H", "H", "H", "H", "H", "H", "C", "Si", "C", "C", "N", "C", "C", "C", "C", "C", "C", "H", "H", "H", "H", "H", "H", "H", "H", "H", "H", "H", "H", "H", "H", "Cl", "C", "C", "C", "C", "C", "Cl", "C", "N", "C", "C", "C", "C", "C", "C", "C", "C", "O", "O", "H", "H", "H", "H", "H", "H", "H", "H", "H", "H"],
  "coordinates": [[-0.11, -0.19, -0.10], [-4.14, 3.14, -5.83], [-3.01, 2.39, -4.75], [-3.31, 2.29, -3.40], [-2.39, 1.68, -2.57], [-2.73, 1.46, -0.89], [-1.16, 1.16, -3.01], [-0.31, 0.61, -2.19], [-0.93, 1.28, -4.39], [0.54, 0.62, -5.04], [-1.82, 1.88, -5.25], [-4.24, 2.66, -3.01], [-1.60, 1.94, -6.31], [4.54, -0.92, 1.23], [4.17, -1.30, -0.12], [4.91, -1.07, -1.26], [4.15, -1.44, -2.30], [2.93, -1.88, -1.80], [2.96, -1.77, -0.44], [1.78, -2.23, 0.67], [1.82, -2.24, -2.59], [2.04, -2.85, -3.82], [0.93, -3.15, -4.60], [-0.33, -2.83, -4.12], [-0.43, -2.22, -2.89], [0.63, -1.93, -2.12], [5.58, -0.60, 1.22], [4.41, -1.76, 1.90], [3.90, -0.09, 1.54], [5.88, -0.63, -1.23], [4.34, -1.36, -3.35], [3.04, -3.11, -4.15], [1.06, -3.62, -5.56], [-1.22, -3.04, -4.70], [-1.40, -1.95, -2.48], [-0.16, 4.58, 0.25], [0.07, 4.89, 1.58], [0.26, 3.87, 2.48], [0.22, 2.55, 2.03], [-0.07, 2.25, 0.76], [-0.23, 3.24, -0.11], [0.50, 1.40, 2.94], [0.97, 1.59, 4.24], [1.15, 0.49, 5.06], [0.84, -0.77, 4.56], [0.41, -0.87, 3.25], [0.26, 0.18, 2.45], [-0.29, 5.34, -0.50], [0.10, 5.92, 1.90], [0.45, 4.09, 3.52], [-0.41, 2.95, -1.13], [1.21, 2.58, 4.60], [1.51, 0.62, 6.07], [0.93, -1.66, 5.17], [0.15, -1.83, 2.82], [-2.11, -4.20, -0.86], [-2.02, -3.26, 0.78], [-3.61, -3.70, 1.72], [-0.72, -4.16, 1.80], [-1.81, -1.54, 0.63], [-2.98, -0.84, 1.00], [-2.98, 0.12, 2.01], [-4.13, 0.83, 2.33], [-5.33, 0.58, 1.67], [-5.35, -0.40, 0.68], [-4.20, -1.08, 0.35], [-2.45, -5.21, -0.65], [-1.14, -4.28, -1.35], [-2.81, -3.75, -1.56], [-3.43, -4.62, 2.27], [-4.46, -3.86, 1.07], [-3.90, -2.93, 2.44], [-0.96, -5.22, 1.74], [-0.80, -3.89, 2.86], [0.31, -4.05, 1.49], [-2.07, 0.32, 2.56], [-4.09, 1.58, 3.11], [-6.22, 1.13, 1.93], [-6.27, -0.61, 0.15], [-4.23, -1.81, -0.46], [7.53, 1.81, -0.04], [7.39, 3.54, 0.07], [8.46, 4.23, 0.60], [8.37, 5.60, 0.76], [7.22, 6.27, 0.40], [6.17, 5.56, -0.16], [4.74, 6.41, -0.63], [6.22, 4.17, -0.35], [5.12, 3.51, -0.89], [5.15, 2.75, -2.04], [6.31, 2.61, -2.80], [6.30, 1.89, -3.98], [5.13, 1.32, -4.44], [3.97, 1.48, -3.70], [3.95, 2.16, -2.50], [2.64, 2.37, -1.79], [2.57, 1.79, -0.38], [3.05, 2.43, 0.57], [1.98, 0.68, -0.22], [9.35, 3.69, 0.90], [9.20, 6.15, 1.18], [7.12, 7.34, 0.52], [4.28, 3.44, -0.29], [7.22, 3.08, -2.46], [7.22, 1.81, -4.55], [5.12, 0.78, -5.38], [3.04, 1.05, -4.05], [1.84, 1.92, -2.39], [2.45, 3.44, -1.70]],
  "lowdin_charge": [1.385, 0.652, -0.682, -0.124, -0.532, 0.873, -0.496, -0.283, -0.561, 0.742, -0.139, 0.108, 0.103, -0.015, -0.099, -0.015, -0.023, 0.029, -0.686, 0.734, -0.250, 0.008, -0.051, -0.047, -0.148, 0.083, 0.083, 0.083, 0.089, 0.115, 0.116, 0.115, 0.113, 0.114, 0.108, -0.023, -0.035, 0.006, -0.197, 0.046, -0.143, -0.196, 0.004, -0.043, -0.030, -0.151, 0.034, 0.113, 0.113, 0.105, 0.094, 0.105, 0.112, 0.111, 0.056, -0.179, 0.390, -0.166, -0.213, -0.221, -0.508, -0.090, -0.103, -0.112, -0.097, -0.123, 0.030, 0.014, 0.020, 0.026, 0.028, 0.033, 0.031, 0.023, -0.063, 0.082, 0.100, 0.093, 0.103, 0.105, 0.738, -0.576, -0.109, -0.080, -0.108, -0.580, 0.704, -0.298, 0.066, -0.219, -0.065, -0.091, -0.109, -0.072, -0.148, -0.037, -0.613, 0.014, -0.190, 0.102, 0.106, 0.102, 0.101, 0.092, 0.101, 0.096, 0.059, 0.098, 0.132],
  "orbital_gap_ev": 7.14,
  "largest_force_ev_per_a": 0.7,
  "total_charge": 0,
  "relative_energy_kcal_mol": 4.13
}

---

Record 3
{
  "formula": "C48H43F6NO3",
  "method": "wB97M-V/def2-TZVPD",
  "symbols": ["O", "C", "N", "C", "O", "C", "C", "C", "C", "C", "C", "O", "C", "C", "C", "C", "H", "H", "H", "H", "H", "H", "H", "H", "H", "H", "H", "H", "H", "F", "C", "C", "C", "C", "C", "C", "H", "H", "H", "H", "H", "F", "C", "C", "C", "C", "C", "C", "H", "H", "H", "H", "H", "F", "C", "C", "C", "C", "C", "C", "H", "H", "H", "H", "H", "F", "C", "C", "C", "C", "C", "C", "H", "H", "H", "H", "H", "F", "C", "C", "C", "C", "C", "C", "H", "H", "H", "H", "H", "F", "C", "C", "C", "C", "C", "C", "H", "H", "H", "H", "H"],
  "coordinates": [[4.54, 1.15, -0.35], [3.39, 1.31, -0.84], [2.28, 0.30, -0.76], [1.45, 0.30, -2.00], [0.87, -0.65, -2.56], [1.51, 1.84, -2.41], [0.60, 2.69, -3.34], [-0.67, 1.92, -3.98], [-1.76, 1.85, -2.78], [-3.24, 1.49, -3.29], [-4.34, 2.53, -2.69], [-4.08, 2.86, -1.30], [0.92, 4.19, -3.55], [2.16, 4.80, -2.82], [3.11, 3.96, -1.88], [2.74, 2.48, -1.70], [1.59, 0.50, -0.01], [-1.06, 2.47, -4.90], [-0.36, 0.87, -4.34], [-1.37, 1.09, -2.00], [-1.70, 2.87, -2.24], [-3.34, 1.37, -4.42], [-3.51, 0.48, -2.80], [-5.34, 1.94, -2.69], [-4.37, 3.45, -3.38], [-4.66, 3.59, -1.00], [0.22, 4.81, -4.22], [2.34, 5.91, -3.00], [3.99, 4.41, -1.33], [1.62, 2.78, 5.75], [2.41, 2.43, 4.72], [1.86, 2.27, 3.46], [2.68, 1.90, 2.40], [4.03, 1.69, 2.61], [4.58, 1.85, 3.88], [3.76, 2.22, 4.95], [0.80, 2.43, 3.31], [2.27, 1.78, 1.41], [4.67, 1.41, 1.78], [5.64, 1.68, 4.05], [4.17, 2.36, 5.94], [1.23, 7.12, -1.99], [1.20, 7.97, -0.95], [1.03, 9.32, -1.18], [1.00, 10.20, -0.11], [1.15, 9.72, 1.19], [1.32, 8.35, 1.41], [1.34, 7.47, 0.34], [0.93, 9.68, -2.20], [0.86, 11.26, -0.28], [1.13, 10.40, 2.03], [1.44, 7.98, 2.42], [1.47, 6.41, 0.49], [7.45, -1.55, 7.65], [6.12, -1.68, 7.60], [5.50, -2.67, 8.34], [4.12, -2.81, 8.29], [3.37, -1.96, 7.48], [4.00, -0.97, 6.73], [5.38, -0.83, 6.80], [6.10, -3.33, 8.96], [3.63, -3.58, 8.88], [2.29, -2.07, 7.44], [3.41, -0.31, 6.10], [5.88, -0.05, 6.23], [3.46, -2.97, 4.15], [4.06, -3.00, 2.94], [4.37, -4.22, 2.37], [4.99, -4.25, 1.12], [5.30, -3.05, 0.47], [4.98, -1.83, 1.06], [4.36, -1.81, 2.31], [4.13, -5.14, 2.89], [5.23, -5.20, 0.66], [5.79, -3.08, -0.50], [5.23, -0.91, 0.56], [4.10, -0.87, 2.78], [-4.34, -1.34, -5.14], [-4.68, -2.28, -4.25], [-5.95, -2.83, -4.29], [-6.30, -3.81, -3.36], [-5.38, -4.21, -2.40], [-4.11, -3.65, -2.36], [-3.76, -2.68, -3.29], [-6.66, -2.50, -5.04], [-7.29, -4.25, -3.39], [-5.66, -4.97, -1.67], [-3.40, -3.96, -1.61], [-2.77, -2.23, -3.29], [-8.54, -5.84, -2.88], [-8.33, -7.11, -3.27], [-9.25, -8.09, -2.93], [-9.03, -9.40, -3.34], [-7.90, -9.72, -4.08], [-6.98, -8.72, -4.42], [-7.20, -7.41, -4.02], [-10.12, -7.83, -2.34], [-9.75, -10.17, -3.08], [-7.73, -10.74, -4.40], [-6.10, -8.97, -4.99], [-6.51, -6.62, -4.28]],
  "lowdin_charge": [0.047, -0.302, 0.083, -0.308, 0.078, -0.001, -0.107, -0.151, -0.185, -0.165, -0.248, -0.120, 0.009, -0.031, 0.020, -0.035, 0.132, 0.110, 0.117, 0.114, 0.117, 0.114, 0.105, 0.121, 0.120, 0.092, 0.110, 0.083, 0.103, 0.064, -0.289, -0.003, -0.071, -0.105, -0.072, -0.029, 0.118, 0.077, 0.082, 0.110, 0.120, 0.017, -0.276, -0.017, -0.082, -0.095, -0.079, -0.014, 0.116, 0.106, 0.102, 0.107, 0.116, 0.060, -0.288, -0.020, -0.082, -0.095, -0.084, -0.014, 0.115, 0.104, 0.103, 0.092, 0.106, 0.058, -0.283, -0.023, -0.087, -0.092, -0.072, -0.005, 0.114, 0.102, 0.101, 0.081, 0.091, 0.053, -0.294, -0.012, -0.088, -0.093, -0.079, -0.023, 0.116, 0.082, 0.104, 0.106, 0.115, 0.045, -0.281, -0.018, -0.083, -0.097, -0.079, -0.015, 0.116, 0.105, 0.101, 0.106, 0.109],
  "orbital_gap_ev": 7.89,
  "largest_force_ev_per_a": 5.3,
  "total_charge": 0
}

---

Record 4
{
  "formula": "C48H43I3NO4Pb",
  "method": "wB97M-V/def2-TZVPD",
  "symbols": ["Pb", "C", "C", "C", "O", "C", "C", "O", "C", "O", "C", "C", "C", "C", "C", "C", "C", "C", "C", "C", "C", "C", "C", "O", "C", "C", "C", "C", "C", "C", "C", "C", "C", "C", "C", "C", "H", "H", "H", "H", "H", "H", "H", "H", "H", "H", "H", "H", "H", "H", "H", "H", "H", "H", "H", "H", "H", "H", "H", "H", "H", "H", "H", "H", "I", "C", "C", "C", "C", "C", "C", "C", "C", "C", "C", "H", "H", "H", "H", "H", "H", "I", "N", "C", "C", "C", "C", "C", "C", "H", "H", "H", "H", "H", "H", "H", "I", "C", "H", "H"],
  "coordinates": [[1.58, 0.14, -0.40], [-4.56, 2.09, 1.92], [-3.52, 2.25, 0.84], [-3.88, 3.39, -0.11], [-2.24, 2.52, 1.42], [-1.25, 1.65, 0.85], [-2.05, 1.02, -0.32], [-3.39, 1.03, 0.16], [-1.69, -0.24, -1.17], [-0.39, -0.11, -1.63], [-2.67, -0.12, -2.37], [-3.97, -0.64, -2.36], [-4.81, -0.47, -3.44], [-4.38, 0.23, -4.57], [-3.10, 0.76, -4.59], [-2.26, 0.59, -3.49], [-1.93, -1.62, -0.55], [-2.67, -1.87, 0.60], [-2.88, -3.18, 1.03], [-2.39, -4.25, 0.31], [-1.69, -4.01, -0.87], [-1.47, -2.71, -1.29], [-0.44, 0.88, 1.94], [0.25, -0.15, 1.31], [0.63, 1.82, 2.57], [1.16, 1.51, 3.82], [2.24, 2.20, 4.35], [2.83, 3.23, 3.64], [2.33, 3.55, 2.39], [1.25, 2.86, 1.87], [-1.30, 0.32, 3.08], [-1.29, -1.04, 3.35], [-2.00, -1.57, 4.43], [-2.72, -0.73, 5.26], [-2.71, 0.64, 5.02], [-2.00, 1.16, 3.95], [-4.65, 3.00, 2.50], [-4.28, 1.27, 2.58], [-5.53, 1.87, 1.46], [-3.91, 4.33, 0.44], [-4.86, 3.20, -0.56], [-3.14, 3.48, -0.91], [-0.52, 2.29, 0.34], [-1.96, 1.79, -1.10], [-4.32, -1.19, -1.49], [-5.81, -0.88, -3.41], [-5.04, 0.36, -5.42], [-2.75, 1.32, -5.45], [-1.26, 1.01, -3.48], [-3.07, -1.05, 1.17], [-3.44, -3.34, 1.95], [-2.56, -5.27, 0.65], [-1.31, -4.85, -1.45], [-0.93, -2.51, -2.21], [0.74, 0.69, 4.39], [2.63, 1.91, 5.32], [3.68, 3.76, 4.04], [2.79, 4.34, 1.81], [0.91, 3.16, 0.88], [-0.72, -1.69, 2.70], [-1.98, -2.63, 4.61], [-3.26, -1.13, 6.11], [-3.24, 1.31, 5.68], [-1.97, 2.23, 3.79], [0.90, 3.57, -2.74], [2.86, 2.79, -2.77], [3.75, 3.64, -2.18], [5.04, 3.23, -1.81], [5.37, 1.92, -1.94], [4.49, 1.01, -2.57], [4.86, -0.35, -2.60], [4.05, -1.28, -3.18], [2.87, -0.86, -3.80], [2.46, 0.46, -3.80], [3.23, 1.44, -3.09], [3.44, 4.65, -1.94], [5.71, 3.93, -1.32], [6.30, 1.53, -1.55], [5.79, -0.64, -2.12], [4.32, -2.33, -3.19], [2.26, -1.58, -4.34], [4.35, 0.03, 1.32], [1.28, -2.30, 0.04], [2.30, -3.16, 0.54], [3.06, -3.92, -0.33], [4.07, -4.73, 0.16], [4.33, -4.78, 1.52], [3.56, -4.01, 2.38], [2.55, -3.20, 1.90], [0.51, -2.16, 0.69], [0.88, -2.65, -0.83], [2.85, -3.88, -1.40], [4.67, -5.32, -0.53], [5.12, -5.41, 1.90], [3.77, -4.02, 3.45], [1.99, -2.55, 2.57], [1.65, 0.60, -6.74], [1.23, 0.73, -4.62], [0.82, 1.72, -4.52], [0.46, 0.00, -4.43]],
  "lowdin_charge": [1.135, 0.018, -0.587, 0.018, -0.016, -0.144, -0.150, -0.008, -0.437, -0.378, -0.124, -0.019, -0.089, -0.111, -0.081, -0.031, -0.148, -0.030, -0.080, -0.099, -0.088, -0.061, -0.408, -0.380, -0.127, -0.024, -0.084, -0.108, -0.094, -0.063, -0.144, -0.040, -0.084, -0.104, -0.089, -0.048, 0.093, 0.077, 0.090, 0.089, 0.091, 0.083, 0.097, 0.130, 0.116, 0.095, 0.091, 0.098, 0.071, 0.112, 0.100, 0.093, 0.099, 0.122, 0.118, 0.100, 0.097, 0.100, 0.082, 0.101, 0.098, 0.092, 0.098, 0.122, 0.988, -0.593, -0.186, -0.072, -0.058, -0.198, -0.052, -0.069, -0.086, -0.340, -0.204, 0.074, 0.107, 0.112, 0.113, 0.104, 0.113, -0.183, 0.028, -0.328, -0.045, -0.097, -0.108, -0.092, -0.071, 0.072, 0.071, 0.104, 0.096, 0.093, 0.103, 0.112, 0.720, -0.623, -0.089, 0.039],
  "orbital_gap_ev": 6.50,
  "largest_force_ev_per_a": 0.4,
  "total_charge": -1,
  "relative_energy_kcal_mol": 0.00
}